1.
ORCA calculation (ωB97M-V with the def2-TZVPD basis set) on C21H18BBrClF2N4O3Tc as an isolated structure.

Calculated values
HOMO (alpha / beta), eV: -16.61 / -16.62
Total charge: +3
Multiplicity: 2
Energy relative to the best compared isomer or geometry (same formula, charge and spin), kcal/mol: 18.0

Element x y z (Å)
1 Tc 0.39 -0.32 -1.59
2 O -4.01 -1.91 -1.91
3 C -3.85 -3.14 -1.49
4 C -4.91 -4.05 -1.78
5 C -4.83 -5.35 -1.37
6 C -3.69 -5.77 -0.66
7 C -2.63 -4.87 -0.37
8 C -2.67 -3.57 -0.78
9 C -1.49 -2.65 -0.56
10 O -0.69 -2.37 -1.76
11 N -1.93 -1.33 -0.13
12 N -0.78 -0.57 0.18
13 C -0.71 0.21 1.20
14 C 0.62 0.65 1.48
15 Br 1.90 -0.48 0.59
16 C 0.89 1.73 2.27
17 C 2.11 2.33 2.72
18 C 2.02 3.66 3.19
19 C 3.14 4.30 3.70
20 C 4.34 3.61 3.78
21 C 4.44 2.29 3.35
22 C 3.35 1.65 2.81
23 H -3.28 -1.33 -1.60
24 H -5.76 -3.67 -2.33
25 H -5.62 -6.05 -1.58
26 H -3.61 -6.80 -0.34
27 H -1.77 -5.25 0.17
28 H -0.79 -3.11 0.14
29 H -2.62 -1.38 0.62
30 H -1.55 0.42 1.86
31 H 0.00 2.25 2.60
32 H 1.08 4.18 3.14
33 H 3.06 5.32 4.04
34 H 5.21 4.10 4.19
35 H 5.38 1.75 3.46
36 H 3.43 0.61 2.52
37 O 1.65 -0.31 -4.19
38 N 1.19 -0.31 -3.16
39 Cl -0.96 5.12 -0.99
40 C 0.31 3.98 -1.09
41 C 1.64 4.37 -1.02
42 C 2.62 3.40 -1.13
43 C 2.25 2.07 -1.30
44 N 0.96 1.70 -1.36
45 C 0.01 2.64 -1.27
46 H 1.90 5.41 -0.89
47 H 3.67 3.65 -1.09
48 H 2.99 1.30 -1.40
49 H -1.03 2.33 -1.35
50 F 0.24 -2.82 -3.80
51 B -0.52 -3.24 -2.84
52 F -1.11 -4.40 -2.87

=====

2.
ORCA calculation (ωB97M-V with the def2-TZVPD basis set) on C21H18BrN9O2Pd as an isolated structure.

Calculated values
HOMO (alpha / beta), eV: -19.63 / -19.63
Total charge: +4
Energy relative to the best compared isomer or geometry (same formula, charge and spin), kcal/mol: 39.4

Element x y z (Å)
1 Pd -0.13 0.68 2.48
2 C 2.55 2.13 1.80
3 O 1.49 1.41 1.07
4 C 1.44 1.62 -0.29
5 C 2.13 2.59 -0.94
6 C 2.07 2.68 -2.36
7 Br 3.01 3.99 -3.20
8 C 1.31 1.77 -3.11
9 C 0.59 0.77 -2.48
10 C 0.63 0.68 -1.03
11 O -0.02 -0.21 -0.36
12 C -0.19 -0.21 -3.20
13 N -0.88 -1.17 -2.54
14 C -1.48 -1.93 -3.46
15 C -2.32 -3.08 -3.31
16 C -2.79 -3.66 -4.44
17 C -2.44 -3.14 -5.73
18 C -1.61 -2.00 -5.91
19 C -1.15 -1.43 -4.77
20 N -0.32 -0.33 -4.53
21 H 2.31 3.19 1.85
22 H 3.50 1.96 1.30
23 H 2.57 1.70 2.79
24 H 2.74 3.31 -0.41
25 H 1.31 1.87 -4.18
26 H -0.54 -0.82 -1.03
27 H -2.57 -3.45 -2.32
28 H -3.43 -4.53 -4.40
29 H -2.83 -3.63 -6.61
30 H -1.37 -1.65 -6.91
31 H 0.09 0.24 -5.25
32 N -4.73 2.62 3.07
33 N -3.45 2.67 2.62
34 N -3.01 3.67 1.89
35 C -1.79 3.28 1.57
36 N -1.54 2.07 2.10
37 N -2.62 1.69 2.77
38 H -5.13 3.55 3.08
39 H -4.80 2.13 3.95
40 H -1.11 3.87 0.98
41 N 3.83 -4.49 5.74
42 C 3.23 -3.68 5.20
43 C 2.48 -2.67 4.52
44 C 2.66 -2.46 3.15
45 C 1.93 -1.48 2.52
46 N 1.05 -0.73 3.20
47 C 0.86 -0.92 4.52
48 C 1.56 -1.88 5.22
49 H 3.36 -3.06 2.59
50 H 2.03 -1.29 1.46
51 H 0.14 -0.27 5.02
52 H 1.39 -2.01 6.28

=====

3.
ORCA calculation (ωB97M-V with the def2-TZVPD basis set) on C21H18ClN3ReS2 as an isolated structure.

Calculated values
HOMO (alpha / beta), eV: -14.03 / -14.10
Total charge: +2
Multiplicity: 2
Energy relative to the best compared isomer or geometry (same formula, charge and spin), kcal/mol: 17.3

Element x y z (Å)
1 Re 0.50 -0.58 0.07
2 C -2.09 -1.98 -1.50
3 C -1.43 -0.92 -2.32
4 C -1.91 -0.69 -3.62
5 C -1.32 0.25 -4.43
6 C -0.25 1.01 -3.92
7 C 0.42 1.99 -4.68
8 C 1.42 2.75 -4.13
9 C 1.76 2.60 -2.79
10 C 1.12 1.65 -2.01
11 S 1.41 1.55 -0.30
12 C 0.14 0.79 -2.57
13 N -0.42 -0.21 -1.81
14 H -2.24 -2.88 -2.10
15 H -3.07 -1.62 -1.19
16 H -1.50 -2.23 -0.61
17 H -2.75 -1.27 -3.96
18 H -1.67 0.41 -5.43
19 H 0.12 2.14 -5.71
20 H 1.95 3.49 -4.73
21 H 2.51 3.24 -2.34
22 Cl 1.68 -2.80 5.63
23 C 0.78 -1.91 4.47
24 C -0.48 -2.36 4.07
25 C -1.17 -1.70 3.08
26 C -0.63 -0.55 2.47
27 C -1.22 0.08 1.29
28 C 0.61 -0.06 2.95
29 C 1.31 -0.73 3.94
30 H -0.90 -3.23 4.54
31 H -2.15 -2.03 2.79
32 H -1.23 1.17 1.32
33 H -2.22 -0.29 1.07
34 H 0.98 0.90 2.59
35 H 2.25 -0.35 4.30
36 S 2.76 -1.54 0.32
37 C 1.96 -2.94 0.75
38 N 2.62 -4.07 1.16
39 C 1.96 -5.14 1.62
40 C 0.59 -5.11 1.68
41 C -0.06 -3.96 1.18
42 N 0.60 -2.93 0.72
43 H 3.64 -4.06 1.13
44 H 2.55 -5.98 1.94
45 H 0.03 -5.93 2.07
46 H -1.14 -3.91 1.17

=====

4.
ORCA calculation (ωB97M-V with the def2-TZVPD basis set) on the molecule C21H18ClN3S2.

Calculated values
Structure (SMILES): CN1CCc2nc(SCc3ccc(Cl)cc3)c(C#N)c(-c3cccs3)c2C1
HOMO, eV: -8.54
Energy relative to the best compared isomer or geometry (same formula, charge and spin), kcal/mol: 0.0

Element x y z (Å)
1 C 1.67 4.15 -0.12
2 N 0.97 2.90 -0.26
3 C 0.25 2.79 -1.52
4 C -0.73 1.63 -1.42
5 C -0.05 0.39 -0.93
6 N -0.71 -0.75 -1.12
7 C -0.19 -1.87 -0.69
8 S -1.12 -3.34 -0.94
9 C -2.67 -2.63 -1.60
10 C -3.34 -1.73 -0.62
11 C -3.59 -2.16 0.68
12 C -4.19 -1.32 1.60
13 C -4.54 -0.04 1.22
14 Cl -5.29 1.02 2.36
15 C -4.30 0.41 -0.07
16 C -3.70 -0.44 -0.98
17 C 1.06 -1.94 -0.05
18 C 1.58 -3.19 0.32
19 N 1.98 -4.23 0.59
20 C 1.76 -0.74 0.15
21 C 3.05 -0.80 0.84
22 C 3.34 -1.53 1.95
23 C 4.69 -1.43 2.34
24 C 5.42 -0.63 1.51
25 S 4.46 0.02 0.25
26 C 1.18 0.46 -0.29
27 C 1.87 1.78 -0.10
28 H 0.95 4.97 -0.19
29 H 2.45 4.30 -0.89
30 H 2.14 4.19 0.86
31 H 0.94 2.63 -2.37
32 H -0.29 3.72 -1.69
33 H -1.52 1.88 -0.70
34 H -1.21 1.43 -2.38
35 H -3.28 -3.51 -1.82
36 H -2.43 -2.11 -2.53
37 H -3.31 -3.16 0.97
38 H -4.39 -1.66 2.60
39 H -4.58 1.41 -0.35
40 H -3.50 -0.09 -1.98
41 H 2.61 -2.11 2.49
42 H 5.10 -1.93 3.20
43 H 6.46 -0.39 1.56
44 H 2.72 1.84 -0.81
45 H 2.29 1.82 0.91

=====

5.
ORCA calculation (ωB97M-V with the def2-TZVPD basis set) on C21H18MnN2PSe2 as an isolated structure.

Calculated values
HOMO (alpha / beta), eV: -17.93 / -17.93
Total charge: +3
Multiplicity: 2

Element x y z (Å)
1 Mn -0.03 0.07 -0.15
2 Se 0.02 -1.54 -1.69
3 P -1.85 -2.27 -0.59
4 Se -1.92 -0.55 0.90
5 C -3.28 -2.25 -1.63
6 C -4.11 -1.14 -1.74
7 C -5.19 -1.20 -2.61
8 C -5.42 -2.35 -3.35
9 C -4.58 -3.45 -3.24
10 C -3.50 -3.42 -2.38
11 C -1.54 -3.82 0.20
12 C -2.68 -4.47 0.71
13 C -2.52 -5.67 1.38
14 C -1.25 -6.22 1.53
15 C -0.13 -5.58 1.02
16 C -0.26 -4.37 0.35
17 H -3.94 -0.25 -1.15
18 H -5.86 -0.35 -2.69
19 H -6.27 -2.39 -4.03
20 H -4.77 -4.34 -3.83
21 H -2.85 -4.28 -2.28
22 H -3.67 -4.05 0.58
23 H -3.39 -6.18 1.77
24 H -1.14 -7.17 2.04
25 H 0.85 -6.02 1.13
26 H 0.61 -3.88 -0.05
27 N 1.54 0.26 1.04
28 C 2.06 1.62 0.84
29 C 3.15 2.14 1.47
30 C 3.55 3.46 1.19
31 C 2.85 4.23 0.30
32 C 1.72 3.71 -0.36
33 C 0.94 4.43 -1.30
34 C -0.16 3.83 -1.90
35 C -0.49 2.53 -1.58
36 N 0.22 1.81 -0.69
37 C 1.32 2.38 -0.08
38 H 2.26 -0.44 0.84
39 H 1.29 0.11 2.03
40 H 3.72 1.55 2.18
41 H 4.42 3.86 1.69
42 H 3.17 5.24 0.09
43 H 1.21 5.45 -1.54
44 H -0.76 4.37 -2.61
45 H -1.34 2.03 -2.03

=====

Let's list DFT total energy in order: -125020.2180; -113050.4640; -62848.1211; -60732.5642; -196323.0252 eV.